1.
ORCA calculation (ωB97M-V/def2-TZVPD) on C31H31IN7OTi as an isolated structure.

XYZ file:
```
72
Properties=species:S:1:pos:R:3:forces:R:3:lowdin_charge:R:1
Ti -0.821 -0.803 -0.632 -0.1 -0.4 0.0 1.1408
C 0.934 4.719 -0.271 0.0 0.0 0.0 -0.0195
C 1.904 4.471 0.850 0.0 0.0 0.0 -0.2107
C 2.980 5.323 1.078 0.0 0.0 0.0 -0.0062
C 3.873 5.099 2.119 0.0 0.0 0.0 -0.0280
C 3.714 4.010 2.963 0.0 0.0 0.0 -0.0421
C 2.651 3.142 2.762 0.1 0.0 0.0 -0.0119
C 1.771 3.387 1.718 -0.1 -0.1 0.0 -0.2166
N 0.661 2.468 1.530 0.0 0.1 0.0 0.1962
C 0.720 1.440 0.710 -0.1 0.0 0.0 -0.3060
N 1.850 1.178 0.042 0.0 0.0 0.0 0.2110
C 1.951 0.317 -1.069 0.0 0.1 0.0 -0.1532
C 0.845 -0.417 -1.490 0.2 0.0 -0.1 -0.1889
C 0.915 -1.256 -2.607 0.0 0.0 0.0 -0.0903
C 2.106 -1.348 -3.307 0.0 0.0 0.0 -0.0171
C 3.202 -0.611 -2.868 0.0 0.0 0.0 0.0373
C 3.163 0.229 -1.753 0.0 0.0 0.0 -0.1680
C 4.369 1.009 -1.315 0.0 0.0 0.0 -0.0051
N -0.336 0.609 0.517 0.1 0.0 0.1 -0.0252
C -1.720 0.933 0.709 0.0 0.1 0.1 -0.3001
C -2.391 0.589 1.895 0.0 -0.1 0.0 -0.0024
C -3.747 0.821 1.999 0.0 0.0 0.0 -0.0227
C -4.438 1.374 0.918 0.0 0.0 0.0 -0.0053
C -3.782 1.693 -0.258 0.1 0.0 0.0 0.0045
C -2.407 1.490 -0.391 -0.1 0.1 0.0 -0.2133
C -1.678 1.880 -1.652 -0.1 0.0 0.1 0.0099
H 1.221 5.604 -0.834 0.0 0.0 0.0 0.0946
H -0.081 4.880 0.100 0.0 0.0 0.0 0.0936
H 0.910 3.882 -0.976 0.0 0.0 0.0 0.0634
H 3.115 6.182 0.434 0.0 0.0 0.0 0.1286
H 4.694 5.786 2.274 0.0 0.0 0.0 0.1259
H 4.403 3.841 3.779 0.0 0.0 0.0 0.1223
H 2.498 2.296 3.421 0.0 0.0 0.0 0.1232
H -0.197 2.617 2.046 0.0 0.0 0.0 0.1793
H 2.639 1.778 0.262 0.0 0.0 0.0 0.1486
H 0.055 -1.840 -2.945 0.0 0.0 0.0 0.1006
H 2.189 -1.979 -4.182 0.0 0.0 0.0 0.1314
H 4.133 -0.689 -3.415 0.0 0.0 0.0 0.1397
H 5.222 0.797 -1.954 0.0 0.0 0.0 0.0995
H 4.656 0.757 -0.291 0.0 0.0 0.0 0.1034
H 4.188 2.086 -1.366 0.0 0.0 0.0 0.1011
H -1.835 0.167 2.723 0.0 0.0 0.0 0.1283
H -4.267 0.584 2.918 0.0 0.0 0.0 0.1315
H -5.500 1.567 1.004 0.0 0.0 0.0 0.1340
H -4.333 2.132 -1.080 0.0 0.0 0.0 0.1374
H -2.327 2.465 -2.301 0.0 0.0 0.0 0.1156
H -1.363 1.015 -2.255 0.0 0.0 0.0 0.0634
H -0.786 2.470 -1.446 0.0 0.0 0.0 0.0807
I -5.227 -1.717 -4.927 -0.1 0.0 -0.1 1.0325
C -4.223 -1.686 -3.139 0.1 0.0 0.1 -0.7506
C -4.712 -2.009 -1.880 0.0 0.0 -0.1 -0.0672
N -3.721 -1.844 -1.000 0.0 0.0 0.0 0.0381
N -2.576 -1.452 -1.608 0.0 0.1 -0.1 -0.1034
C -2.895 -1.349 -2.917 0.0 0.0 0.0 -0.1598
H -5.689 -2.348 -1.574 0.0 0.0 0.0 0.1504
H -3.749 -2.044 -0.011 0.0 0.0 0.0 0.1761
H -2.162 -1.035 -3.645 0.0 0.0 0.0 0.1238
N 0.811 -7.121 2.538 0.0 0.0 0.0 0.2242
C -0.248 -6.319 2.385 -0.1 -0.1 0.0 -0.5177
O -1.374 -6.514 2.784 0.0 0.0 0.0 0.1314
C -0.093 -5.016 1.631 0.0 0.0 0.0 -0.0712
C -0.318 -4.968 0.255 0.0 0.0 0.0 0.0526
C -0.459 -3.747 -0.356 0.0 0.0 0.0 -0.0813
N -0.374 -2.583 0.330 -0.1 0.1 0.1 -0.0649
C -0.101 -2.632 1.653 0.0 0.0 0.1 -0.0746
C 0.046 -3.820 2.331 0.0 0.0 0.0 0.0506
H 0.689 -7.992 3.035 0.0 0.0 0.0 0.1424
H 1.723 -6.894 2.181 0.0 0.0 0.0 0.1259
H -0.421 -5.875 -0.326 0.0 0.0 0.0 0.1481
H -0.668 -3.679 -1.416 0.0 0.0 0.0 0.1192
H -0.012 -1.683 2.165 0.0 0.0 0.0 0.1149
H 0.230 -3.813 3.396 0.0 0.0 0.0 0.1475
```
Forces are in eV/Å.

Values from the calculation:
orbital gap	6.250	eV
HOMO	-0.6000	Ha
multiplicity	1
DFT total energy	-76321.42100	eV
total charge	+3

---

2.
ORCA calculation (ωB97M-V/def2-TZVPD) on a 3-piece molecular cluster, C31H32BF3O3 overall in a non-equilibrium geometry.

XYZ file:
```
70
Properties=species:S:1:pos:R:3:forces:R:3:nbo_charge:R:1
C 0.376 1.529 4.443 -0.2 -0.2 0.2 -0.6463
C 1.625 0.654 4.283 0.2 -0.3 0.2 0.2630
C 2.817 1.477 3.818 0.1 0.4 0.0 -0.6327
C 1.928 -0.262 5.548 0.9 0.6 0.5 0.2292
C 3.420 -0.531 5.769 0.4 0.1 -0.2 -0.6300
C 1.418 0.342 6.825 -0.6 0.0 0.3 -0.6255
O 1.252 -1.527 5.318 0.2 0.6 -1.4 -0.6928
B 0.964 -1.499 3.966 -1.5 1.1 -0.3 1.1346
C -0.008 -2.402 3.146 0.2 -1.7 -0.4 -0.4201
C -0.733 -1.910 2.043 0.5 0.2 -0.5 -0.2081
C -1.240 -2.755 1.062 -0.2 0.0 0.8 -0.1509
C -1.217 -4.127 1.291 -0.4 0.3 -0.2 -0.1664
C -1.899 -4.959 0.256 -0.7 -0.4 -0.7 0.9785
F -1.784 -6.297 0.446 0.0 0.8 -0.1 -0.3213
F -3.247 -4.681 0.207 1.2 -0.3 0.0 -0.3296
F -1.409 -4.678 -0.998 -0.4 -0.3 0.9 -0.3353
C -0.669 -4.642 2.443 0.4 -0.5 0.2 -0.2127
C 0.005 -3.798 3.314 0.0 0.6 0.5 -0.1082
C -2.216 0.871 0.759 0.2 0.3 -0.5 -0.4021
C -3.452 0.393 1.418 -0.3 0.2 0.3 -0.4608
C -2.223 0.843 2.229 -0.3 -0.3 0.6 -0.4809
O 1.320 -0.334 3.286 0.0 -0.7 1.0 -0.7257
H 0.553 2.383 5.105 0.1 -0.2 -0.1 0.2150
H 0.056 1.919 3.469 0.2 -0.2 0.1 0.2405
H -0.456 0.939 4.868 0.3 0.3 -0.3 0.2192
H 3.088 2.200 4.599 -0.1 -0.1 -0.2 0.2161
H 3.705 0.870 3.613 -0.4 0.1 0.1 0.2124
H 2.582 2.038 2.892 -0.1 -0.3 0.5 0.2278
H 3.937 0.417 6.021 -0.2 -0.5 -0.2 0.2154
H 3.558 -1.213 6.617 -0.1 0.1 -0.2 0.2259
H 3.916 -0.976 4.892 -0.2 0.1 0.2 0.2040
H 1.952 1.281 7.005 -0.2 -0.1 0.1 0.2127
H 0.337 0.523 6.752 0.4 0.0 0.3 0.2231
H 1.609 -0.344 7.660 -0.1 0.2 -0.2 0.2222
H -0.773 -0.844 1.850 0.2 -0.4 -0.1 0.2612
H -1.689 -2.385 0.146 0.0 0.3 0.2 0.2357
H -0.710 -5.703 2.645 0.1 -0.1 -0.1 0.2275
H 0.555 -4.188 4.172 -0.2 -0.2 -0.3 0.2087
H -2.242 1.795 0.153 0.3 -0.5 0.6 0.1839
H -4.367 1.000 1.505 0.4 -0.2 -0.3 0.1947
H -3.644 -0.686 1.436 0.0 0.3 0.1 0.1941
H -1.841 -0.035 2.789 0.1 0.9 -0.2 0.1930
H -2.177 1.751 2.842 -0.4 -0.2 -0.3 0.1958
C 7.592 2.015 1.454 -0.6 0.2 0.0 -0.1977
C 6.942 1.109 2.300 -0.6 0.0 -0.5 -0.2069
C 5.651 0.663 1.964 0.1 0.0 -0.4 -0.1968
C 4.944 1.131 0.826 1.2 0.8 0.3 -0.0394
C 3.652 0.579 0.414 -0.2 -0.2 -0.2 0.3364
O 3.178 1.131 -0.751 -0.9 -0.2 1.7 -0.4396
C 1.989 0.635 -1.262 0.9 -0.6 -1.0 0.3937
C 1.367 -0.517 -0.732 -0.2 0.3 -1.5 -0.1369
C 0.631 -1.369 -1.615 0.2 1.1 -0.2 -0.1593
C 0.375 -0.916 -2.910 0.3 -0.6 0.8 -0.2106
C 0.893 0.312 -3.357 -0.5 0.5 0.4 -0.1804
C 1.675 1.111 -2.519 -0.4 -0.2 -0.9 -0.2735
C 1.669 -0.783 0.593 1.6 -1.8 0.7 -0.0800
C 2.945 -0.419 1.061 0.2 1.3 -0.1 -0.2703
C 5.551 2.197 0.101 0.0 -0.3 -0.2 -0.1895
C 6.874 2.569 0.367 0.1 -0.5 0.7 -0.2155
H 8.612 2.344 1.703 -0.5 -0.1 -0.3 0.2219
H 7.425 0.735 3.209 -0.2 0.1 -0.4 0.2210
H 5.195 -0.100 2.588 0.1 0.0 -0.1 0.2044
H 0.387 -2.377 -1.274 -0.3 0.5 -0.1 0.2310
H -0.217 -1.547 -3.569 0.2 0.1 0.0 0.2251
H 0.665 0.647 -4.367 0.1 0.0 0.3 0.2219
H 2.077 2.065 -2.859 0.1 -0.4 0.0 0.2298
H 1.204 -1.607 1.102 -0.2 0.1 -0.1 0.2380
H 3.382 -0.868 1.957 -0.4 0.3 -0.4 0.2360
H 4.993 2.717 -0.701 0.5 -0.6 0.5 0.2315
H 7.375 3.295 -0.263 -0.2 0.1 0.0 0.2207
```
Forces are in eV/Å.

Values from the calculation:
orbital gap	2.999	eV
HOMO	-0.1849	Ha
multiplicity	1
DFT total energy	-47633.87058	eV
total charge	0

---

3.
ORCA calculation (ωB97M-V/def2-TZVPD) on C31H32Cl2LuN3OPSe3SiTe as an isolated structure in a non-equilibrium geometry.

XYZ file:
```
76
Properties=species:S:1:pos:R:3:forces:R:3:lowdin_charge:R:1
Lu -11.100 -14.472 -2.528 0.3 -2.1 -0.3 1.1873
C -9.508 -17.243 0.020 0.7 1.0 -0.4 -0.0474
C -8.604 -16.572 -1.020 0.4 -0.5 -1.0 -0.3137
C -7.253 -16.884 -1.050 0.9 0.2 0.0 -0.0704
C -6.431 -16.317 -2.091 -1.1 0.0 1.0 -0.0829
C -6.923 -15.368 -2.957 -0.8 -0.7 0.8 -0.0334
C -8.337 -15.036 -2.846 0.2 0.0 -0.4 -0.4694
N -9.127 -15.731 -1.974 0.2 -0.4 1.2 0.0073
N -8.997 -14.099 -3.564 -0.5 -0.5 0.8 -0.1734
Si -8.321 -12.561 -3.912 0.7 -1.4 -0.9 0.3320
C -7.496 -12.708 -5.612 0.4 0.1 -0.3 -0.1814
C -7.331 -12.104 -2.384 0.4 0.1 0.8 -0.1671
C -9.572 -11.306 -4.321 -1.3 3.0 1.5 -0.1841
H -10.239 -17.917 -0.425 -0.1 0.2 -0.1 0.0508
H -10.011 -16.422 0.543 -0.3 -0.5 0.1 0.0520
H -8.882 -17.823 0.713 -0.2 0.3 -0.2 0.0688
H -6.768 -17.493 -0.234 -0.7 0.6 -1.1 0.1071
H -5.400 -16.630 -2.152 0.2 0.1 0.0 0.0895
H -6.257 -14.929 -3.682 -0.3 0.2 -0.2 0.0909
H -7.308 -11.690 -5.953 0.6 0.2 0.0 0.0061
H -8.224 -13.052 -6.377 0.2 -0.2 0.7 0.0158
H -6.573 -13.317 -5.695 -0.5 0.3 0.0 0.0233
H -6.233 -12.161 -2.479 -0.3 0.4 -0.2 0.0259
H -7.541 -12.864 -1.606 -0.2 0.3 -0.4 0.0320
H -7.654 -11.146 -1.922 0.4 -0.4 -0.5 0.0035
H -9.194 -10.414 -4.936 -0.4 -1.3 0.9 0.0623
H -9.958 -10.856 -3.324 0.6 -0.4 -1.4 0.0478
H -10.491 -11.650 -4.774 -0.1 -0.4 -0.5 0.0054
Se -12.924 -15.180 -0.095 0.7 0.5 0.1 -0.2120
Se -14.225 -15.831 -1.855 0.5 -1.1 -1.1 -0.2632
Te -12.423 -17.493 -3.096 -1.1 0.4 1.0 0.2324
Se -11.887 -15.923 -4.915 0.2 0.4 -0.1 -0.2620
Cl -9.403 -10.431 0.286 -0.8 -0.3 -0.5 0.6583
C -10.975 -10.648 -0.496 -0.2 -1.9 -0.7 -0.5598
C -11.933 -9.667 -0.330 -2.4 0.4 -0.9 -0.1318
C -13.256 -9.810 -0.862 2.3 -0.6 1.1 -0.6287
Cl -14.419 -8.603 -0.483 -0.4 0.4 0.0 0.6704
C -13.596 -10.918 -1.675 1.0 0.6 -0.9 -0.1750
C -14.805 -11.003 -2.427 0.9 -1.2 -0.6 0.0046
C -14.795 -11.874 -3.521 -1.8 1.0 0.2 -0.0426
C -13.760 -12.769 -3.782 1.2 1.5 2.7 -0.1475
N -12.674 -12.773 -3.003 -0.3 0.4 0.1 -0.0171
C -12.529 -11.824 -2.015 -0.4 -0.2 0.6 -0.1603
C -11.290 -11.858 -1.230 1.3 0.3 0.5 -0.3599
O -10.478 -12.911 -1.270 -1.2 2.6 0.0 -0.2977
H -11.684 -8.736 0.175 -0.1 -0.3 0.1 0.0974
H -15.657 -10.415 -2.083 0.2 -0.1 -0.6 0.0939
H -15.650 -11.924 -4.220 0.4 0.1 0.7 0.1121
H -13.874 -13.524 -4.488 0.2 -1.2 -1.3 0.0557
C -11.783 -12.528 -8.361 1.2 0.4 -0.6 -0.2842
P -11.476 -14.060 -7.353 1.5 0.0 -0.2 0.8915
C -10.044 -14.803 -8.302 0.0 0.0 1.7 -0.3835
C -9.978 -14.789 -9.663 1.4 -0.5 -0.7 -0.1085
C -8.824 -15.288 -10.312 -0.9 0.9 0.1 -0.0956
C -7.781 -15.792 -9.596 0.0 -0.6 2.2 -0.0967
C -7.890 -15.946 -8.173 -0.2 0.9 -1.3 -0.0638
C -9.004 -15.404 -7.546 -0.4 -0.5 0.4 -0.1140
C -12.777 -15.033 -8.100 -1.7 -0.3 0.0 -0.4451
C -12.678 -16.305 -8.701 -1.3 0.9 -0.1 -0.0754
C -13.805 -16.817 -9.357 0.4 0.0 0.2 -0.0926
C -15.002 -16.129 -9.384 -0.6 -0.8 -0.5 -0.1194
C -15.133 -14.937 -8.708 -0.1 1.2 0.7 -0.1049
C -14.050 -14.383 -8.038 0.7 -1.7 -0.4 -0.1193
H -12.293 -11.777 -7.750 -0.3 -0.2 -0.4 0.0275
H -12.278 -12.837 -9.287 -0.4 0.5 0.3 0.0328
H -10.830 -12.047 -8.695 -0.5 -0.5 0.5 0.0497
H -10.764 -14.397 -10.265 -0.5 0.3 -0.3 0.0957
H -8.745 -15.154 -11.374 0.0 -0.1 -0.4 0.0918
H -6.873 -16.088 -10.065 0.5 -0.3 -0.4 0.0839
H -7.062 -16.380 -7.616 -0.3 0.0 0.0 0.0991
H -9.154 -15.509 -6.449 0.3 0.3 -0.8 0.0798
H -11.809 -16.925 -8.658 0.7 0.1 0.0 0.1019
H -13.767 -17.775 -9.870 0.2 0.1 0.2 0.0990
H -15.853 -16.610 -9.887 0.3 0.5 0.2 0.1024
H -16.057 -14.355 -8.641 0.0 -0.6 -0.2 0.1023
H -14.208 -13.539 -7.381 0.2 0.3 -0.3 0.0937
```
Forces are in eV/Å.

Values from the calculation:
orbital gap	5.765	eV
HOMO	-0.1505	Ha
multiplicity	1
DFT total energy	-318356.92714	eV
total charge	-1

---

4.
ORCA calculation (ωB97M-V/def2-TZVPD) on C31H32Cl2N4OS3SiTa as an isolated structure in a non-equilibrium geometry.

XYZ file:
```
75
Properties=species:S:1:pos:R:3:forces:R:3:lowdin_charge:R:1
Ta -0.725 0.273 -0.298 1.1 -1.2 1.3 1.3306
C 3.690 -1.050 -0.362 0.0 0.0 0.0 0.0077
C 2.464 -0.211 -0.560 -0.1 -0.5 -0.1 -0.2092
N 1.304 -0.812 -0.546 -1.0 0.8 0.2 -0.0913
N 1.343 -2.173 -0.512 0.4 -0.6 0.2 -0.0644
C 0.251 -2.783 -0.804 0.2 0.4 -0.1 -1.0902
S -1.253 -1.976 -1.169 0.0 0.2 0.2 0.5768
S 0.169 -4.512 -0.920 0.1 -0.2 0.0 0.9527
C 1.940 -4.989 -1.095 -0.3 0.1 -0.1 -0.3643
C 2.256 -5.268 -2.537 0.0 0.0 0.0 -0.3094
C 2.292 -4.223 -3.458 0.1 0.0 0.0 -0.0585
C 2.525 -4.476 -4.799 0.0 0.1 0.0 -0.0752
C 2.726 -5.779 -5.236 0.0 0.0 0.0 -0.0810
C 2.705 -6.821 -4.324 0.0 0.0 0.0 -0.0727
C 2.464 -6.567 -2.981 0.0 0.0 0.1 -0.0433
C 2.556 1.183 -0.950 -0.2 0.3 -0.1 -0.1031
C 3.780 1.873 -0.901 0.0 -0.1 0.0 -0.0242
C 3.970 3.062 -1.565 0.0 0.1 0.0 -0.0635
C 2.935 3.596 -2.332 0.1 -0.1 0.1 -0.0435
C 1.703 2.980 -2.351 -0.3 0.0 0.0 0.0009
C 1.479 1.809 -1.625 0.9 0.1 0.1 -0.3085
O 0.249 1.300 -1.586 -0.5 0.3 -0.5 -0.3434
H 3.760 -1.782 -1.168 0.0 0.0 0.0 0.0941
H 4.603 -0.470 -0.347 0.0 0.0 0.0 0.0704
H 3.587 -1.613 0.565 0.0 0.0 0.0 0.0990
H 2.506 -4.156 -0.686 0.1 -0.1 0.0 0.0651
H 2.076 -5.872 -0.475 0.0 0.0 0.0 0.0810
H 2.126 -3.206 -3.119 0.0 0.0 0.0 0.1024
H 2.544 -3.656 -5.505 0.0 0.0 0.0 0.1053
H 2.887 -5.979 -6.287 0.0 0.0 0.0 0.1059
H 2.871 -7.838 -4.656 0.0 0.0 0.0 0.1077
H 2.437 -7.388 -2.273 0.0 0.0 0.0 0.1138
H 4.599 1.469 -0.325 0.0 0.0 -0.1 0.1127
H 4.925 3.567 -1.514 0.0 0.0 0.0 0.1152
H 3.093 4.498 -2.908 0.0 0.0 0.0 0.1180
H 0.881 3.407 -2.910 0.0 0.0 0.0 0.1284
Cl -2.414 0.979 -2.071 -0.1 0.3 -0.6 0.7925
C -4.009 1.176 -1.411 -0.7 0.0 0.4 -0.6023
C -5.028 1.595 -2.245 0.3 0.0 -0.2 -0.0902
C -6.289 1.769 -1.705 0.0 0.0 0.0 -0.0590
C -6.514 1.511 -0.361 0.0 0.0 0.1 -0.0848
C -5.481 1.068 0.447 0.1 0.0 -0.2 -0.6834
Cl -5.787 0.720 2.103 -0.1 0.0 0.1 0.7128
C -4.185 0.898 -0.061 0.2 0.0 -0.1 -0.6747
S -2.874 0.369 0.962 0.1 0.1 -0.1 0.6263
H -4.826 1.785 -3.290 -0.1 0.0 0.0 0.1160
H -7.097 2.111 -2.336 0.0 0.0 0.0 0.1179
H -7.494 1.650 0.072 0.0 0.0 0.0 0.1155
C -0.855 -3.037 2.238 0.0 0.0 0.0 -0.0305
C -0.338 -1.712 2.692 -0.1 -0.2 -0.1 -0.2889
C 0.050 -1.534 4.010 0.0 0.1 0.0 -0.0171
C 0.523 -0.298 4.432 -0.1 -0.1 -0.1 -0.0232
C 0.586 0.751 3.541 0.1 0.2 -0.2 -0.0080
C 0.169 0.523 2.231 0.2 -0.5 0.6 -0.4625
N -0.255 -0.693 1.821 -0.3 0.4 -0.3 0.0043
N 0.090 1.415 1.206 -0.1 0.0 -0.6 -0.2108
Si -0.015 3.163 1.477 -0.1 0.6 -0.2 0.4559
C -0.892 3.855 -0.046 0.2 0.0 0.3 -0.1566
C 1.725 3.839 1.701 -0.4 0.0 -0.1 -0.1436
C -1.119 3.550 2.954 0.3 -0.2 -0.1 -0.1565
H -1.315 -3.563 3.073 0.0 0.0 0.0 0.0932
H -0.029 -3.648 1.872 0.0 0.0 0.0 0.0699
H -1.585 -2.931 1.440 0.0 0.0 0.0 0.0499
H -0.045 -2.360 4.699 0.0 0.0 0.0 0.1198
H 0.830 -0.152 5.460 0.0 0.0 0.0 0.1215
H 0.931 1.733 3.832 0.0 0.0 0.0 0.0988
H -0.636 3.333 -0.963 0.0 0.1 -0.1 -0.0174
H -0.620 4.903 -0.187 0.0 0.0 0.0 0.0467
H -1.977 3.811 0.081 0.0 0.0 0.1 0.0371
H 2.315 3.747 0.787 0.0 0.0 0.0 0.0139
H 2.262 3.329 2.503 0.0 0.0 0.0 0.0314
H 1.675 4.899 1.961 0.0 0.0 0.0 0.0414
H -1.903 2.801 3.081 0.0 0.0 0.0 0.0312
H -1.602 4.517 2.798 0.0 0.0 -0.1 0.0405
H -0.561 3.617 3.890 0.0 0.0 0.0 0.0312
```
Forces are in eV/Å.

Values from the calculation:
orbital gap	7.164	eV
HOMO	-0.3972	Ha
multiplicity	1
DFT total energy	-107654.62638	eV
total charge	+1

---

In kcal per mole, the relative energy (zero: lowest compared OMol25 entry of this formula, charge and spin) values for the records above are, in order, 8.33 158.91 30.38 16.13.